This record from OMol25 describes a cluster of 2 separate species, C6H17N2 in total. The level of theory is ωB97M-V with the def2-TZVPD basis set.

- Gap between HOMO and LUMO: 4.450 eV
- E_tot: -347.8962 a.u.
- HOMO level: -12.162 eV
- Energy relative to the best compared isomer or geometry (same formula, charge and spin): 122.2 kcal/mol
- E_LUMO: -0.283 Ha

```
! wB97M-V def2-TZVPD RIJCOSX def2/J DEFGRID3
* xyz 1 1
N 3.1555 -0.9598 0.7778
C 2.1713 -0.3139 -0.0906
C 2.7250 0.5093 -1.2511
C 1.1888 0.4770 0.6928
N -2.9378 0.0330 -0.0708
C -1.6129 -0.1974 0.4665
C -1.1340 -1.6319 0.1156
C -3.2894 1.3614 -0.4977
H 2.6617 -1.3382 1.5853
H -3.5787 -0.4229 0.5704
H 3.7646 -0.2508 1.1873
H 1.6338 -1.0942 -0.6554
H 1.8688 0.9561 -1.7651
H 3.0461 -0.1289 -2.0790
H 3.5304 1.1800 -0.9708
H 0.9986 1.5120 0.4052
H 1.3401 0.3349 1.7674
H -0.9516 0.5180 -0.0739
H -1.4788 0.0169 1.5358
H -0.0979 -1.6328 0.4440
H -1.2152 -1.8258 -0.9465
H -1.6201 -2.3413 0.7767
H -2.7480 1.5959 -1.4223
H -4.3639 1.4422 -0.6627
H -3.0565 2.2014 0.1610
*
```